Formula: C4H7IN
Source: the OMol25 dataset
Level of theory: ωB97M-V/def2-TZVPD

```
13
C4H7IN (ωB97M-V/def2-TZVPD)
C -1.7331 -0.9238 -0.8318
C -0.4909 -1.6087 -1.7900
C -0.3218 1.2261 1.0917
C 0.4101 0.2345 0.0844
N -0.5174 -0.6922 -0.5713
I -3.6202 -0.9101 -0.1310
H -0.0732 -2.6470 -1.5212
H -0.1960 -1.2704 -2.6706
H -1.3063 1.3800 0.7271
H -0.2000 0.8653 2.1425
H 0.1216 2.1643 0.8239
H 0.9346 -0.5719 0.6747
H 1.1134 0.8859 -0.5121
```

## Properties
Total energy ... -508.66016 Ha
SMILES string ... CC[N+]1=C(I)C1
HOMO-LUMO gap ... 9.65 eV
Total charge ... +1
HOMO ... -14.637 eV
Relative energy (zero: lowest compared OMol25 entry of this formula, charge and spin) ... 377.1 kJ/mol
Lowest unoccupied orbital energy ... -4.984 eV


Formula: C4H7IN2
Source: the OMol25 dataset
Level of theory: ωB97M-V/def2-TZVPD

```
14
C4H7IN2 (ωB97M-V/def2-TZVPD)
C 0.7478 0.7587 0.6968
C 1.3263 -1.9158 0.8282
C -1.1966 0.3679 -0.7266
C 0.2325 0.3482 -0.4417
N 2.0460 1.0801 1.0547
N 0.8564 -2.7510 0.1910
I 3.6078 0.1452 -0.0184
H 0.2169 1.3898 1.4200
H -1.3557 1.2964 -1.4868
H -1.3572 -0.6522 -1.1744
H -2.0148 0.4161 0.0347
H 0.8368 -0.2996 -1.0997
H 2.1268 1.0532 2.0720
H 0.3604 -3.4015 -0.5493
```

## Properties
Total energy ... -563.66975 Ha
HOMO-LUMO gap ... 7.77 eV
HOMO ... -7.814 eV
Relative energy (zero: lowest compared OMol25 entry of this formula, charge and spin) ... 375.3 kJ/mol
Lowest unoccupied orbital energy ... -0.049 eV


Question: Which of these has the lowest HOMO-LUMO gap?
Answer: C4H7IN2